[1]
15
Properties=species:S:1:pos:R:3:forces:R:3:mulliken_charge:R:1 method="wB97M-V/def2-TZVPD" charge=0 relative_energy_kj_mol=151.9 energy_ha=-483.43156 spin_multiplicity=1 lumo_ha="0.00393 / 0.00391" homo_energy_ev="-7.731 / -7.730" fmax_ev_per_a=4.5 orbital_gap_ha="0.288 / 0.288"
C 1.14885 -0.98891 0.03842 3.1 2.0 1.2 0.387
C -2.28897 -0.37980 -0.49590 0.4 3.7 0.3 -0.157
N -0.09818 -1.28547 -0.10128 -3.3 -1.4 -0.7 -0.779
N -0.82526 -0.20472 -0.13198 1.9 1.8 -0.6 0.986
N 2.09625 -1.80525 0.23580 1.2 0.3 0.1 -0.656
N 1.16504 0.53572 0.15403 -3.2 -3.2 -0.7 0.658
N -0.10704 0.94393 -0.00394 -1.8 -1.3 -0.4 -0.798
N 2.19980 1.37875 -0.00541 0.3 0.1 -0.7 -0.691
O -3.07193 -0.08260 0.60865 -0.9 -0.8 -0.4 -0.490
H -2.50604 -1.36605 -0.64322 0.5 -2.7 -0.9 0.279
H -2.58250 0.22437 -1.41532 0.8 -0.4 1.1 0.229
H 2.96326 -1.30408 0.45000 -0.2 -0.3 -0.3 0.212
H 1.98556 2.14825 -0.64605 0.3 -0.3 0.7 0.263
H 2.60770 1.55726 0.88801 0.3 0.9 0.2 0.238
H -2.68655 0.62860 1.06821 0.5 1.6 0.9 0.318



[2]
57
Properties=species:S:1:pos:R:3:forces:R:3:mulliken_charge:R:1 method="wB97M-V/def2-TZVPD" charge=0 relative_energy_kj_mol=267.0 energy_ha=-1377.95048 spin_multiplicity=1 lumo_ha=0.01109 homo_energy_ev=-7.383 fmax_ev_per_a=2.3 orbital_gap_ha=0.282
C -5.29812 -1.97201 0.36521 0.3 0.7 0.2 -0.817
O -5.06153 -0.63767 0.87085 -0.1 -0.3 -0.1 -0.457
C -3.80732 -0.17479 1.11287 1.0 0.1 0.1 0.658
C -3.70228 1.13042 1.65448 -0.2 -0.8 -0.3 -1.272
C -2.46484 1.67404 1.95509 0.4 -0.1 0.0 0.253
C -1.26366 0.95403 1.78455 -0.1 0.4 0.0 0.218
C 0.14971 1.61457 1.87184 -0.3 -1.4 -1.7 0.636
C 1.25685 0.65767 1.74913 1.9 -1.3 0.1 -0.226
C 2.55353 1.21362 1.38844 -1.4 -0.9 0.3 0.325
O 2.78329 2.39633 1.17334 0.1 0.1 0.0 -0.712
O 3.60770 0.32615 1.44401 -0.3 -0.5 -0.4 -0.405
C 3.22773 -1.06069 1.23969 0.2 0.5 0.4 1.697
C 2.67341 -1.24549 -0.16258 -0.2 -0.1 -0.3 -1.347
C 4.48422 -1.89385 1.48421 -0.3 0.3 0.1 -1.759
O 2.29422 -1.44430 2.26371 0.1 0.1 -0.1 -0.378
C 1.30747 -0.54490 2.58257 0.2 1.3 -0.3 0.361
O 0.61778 -0.75988 3.56899 -0.1 -0.4 -0.5 -0.722
C -1.38201 -0.31884 1.20728 0.0 0.1 0.0 -0.758
C -2.61228 -0.88774 0.86307 -0.7 0.5 0.2 -0.858
H -6.38662 -2.06244 0.39731 0.3 -0.1 -0.1 0.247
H -4.94353 -2.06695 -0.67036 0.0 0.0 0.2 0.320
H -4.83613 -2.74287 0.99837 -0.1 0.3 -0.1 0.327
H -4.61364 1.70173 1.81853 0.2 -0.1 -0.1 0.440
H -2.44818 2.70547 2.30280 -0.1 -0.3 -0.2 0.424
H 0.22821 2.21967 0.95031 -0.2 0.1 0.5 0.257
H 1.74926 -0.67324 -0.31655 0.4 -0.2 0.1 0.184
H 3.42809 -0.90827 -0.88273 -0.2 -0.1 0.1 0.363
H 2.47140 -2.30557 -0.34563 0.0 0.1 0.1 0.401
H 4.78912 -1.78304 2.52780 0.0 0.0 -0.2 0.410
H 4.27523 -2.94704 1.28826 0.0 0.1 0.0 0.359
H 5.28678 -1.55133 0.83017 -0.1 0.0 0.0 0.386
H -0.48294 -0.88899 0.97584 -0.3 0.2 0.1 0.060
H -2.63830 -1.87587 0.40060 0.0 0.3 0.2 0.430
C -2.59000 6.10559 2.17217 -0.2 0.2 -0.1 -1.062
N -2.04705 5.13097 3.09880 0.0 -0.2 0.2 0.136
C -2.72834 5.01925 4.38853 0.0 -0.1 -0.1 -0.948
C -0.94285 4.43547 2.72802 -0.1 0.5 -0.8 0.395
C -0.47847 3.33228 3.67532 0.1 -0.1 -0.3 -0.471
C 0.19014 3.89740 4.92634 -0.3 0.4 0.7 -0.688
C 1.55374 3.22438 5.04923 0.5 0.0 -0.3 -0.851
C 1.54682 2.07042 4.04945 -0.5 -0.1 0.0 -0.515
N 0.56239 2.54846 2.95564 0.6 1.5 1.5 -0.318
O -0.33315 4.67107 1.67752 -0.4 -0.5 1.2 -0.694
H -1.97170 6.10805 1.26977 -0.2 0.1 0.3 0.317
H -3.62818 5.83495 1.92847 0.3 0.1 0.0 0.315
H -2.60446 7.10291 2.63277 0.1 -0.2 -0.2 0.341
H -2.43756 4.10588 4.92173 -0.1 0.3 -0.2 0.340
H -2.51613 5.88862 5.03117 0.0 -0.2 -0.2 0.324
H -3.81362 4.99170 4.22402 0.2 -0.1 0.0 0.372
H -1.27308 2.63052 3.95155 0.2 0.2 -0.2 0.929
H 0.28925 4.99101 4.86020 0.0 -0.3 0.1 0.295
H -0.44616 3.67710 5.79191 0.2 0.1 -0.1 0.476
H 2.34410 3.93613 4.76864 -0.2 -0.2 0.1 0.335
H 1.78113 2.85963 6.05825 -0.1 0.1 -0.3 0.351
H 2.55210 1.90004 3.63547 -0.7 0.0 0.0 0.318
H 1.11531 1.14908 4.45339 0.2 0.2 -0.1 0.488
H 1.10992 3.23770 2.41104 0.0 -0.1 0.0 0.770



[3]
14
Properties=species:S:1:pos:R:3:forces:R:3:mulliken_charge:R:1 method="wB97M-V/def2-TZVPD" charge=0 relative_energy_kj_mol=484.4 energy_ha=-287.40273 spin_multiplicity=1 lumo_ha=0.03637 homo_energy_ev=-8.301 fmax_ev_per_a=4.9 orbital_gap_ha=0.341
C -0.49601 1.19417 -0.05367 0.9 2.5 -0.1 -0.063
C 0.77341 1.39456 0.67924 -1.8 1.3 0.7 -0.359
C -0.96137 0.03871 -0.45201 -3.9 -2.7 -1.1 -0.016
C 1.65659 0.55197 1.05882 0.4 -1.6 -0.4 0.276
C -2.07917 -0.66213 -1.25452 0.1 0.5 -0.1 -0.344
C 2.44275 -0.43508 1.35535 -1.9 1.2 2.8 -0.828
N -1.31312 -1.33194 -0.20379 0.5 2.2 0.1 -0.407
H -0.95421 2.23769 -0.32342 0.6 -2.5 -0.1 0.241
H 0.84166 2.36621 1.13730 0.4 0.6 -0.3 0.299
H -3.17088 -0.62423 -1.05456 0.8 0.4 0.2 0.211
H -1.91746 -0.85446 -2.35148 0.4 0.1 1.2 0.194
H -0.74080 -2.12610 -0.35114 0.9 -0.5 -0.5 0.226
H 3.25675 -0.66911 0.81968 2.8 -0.9 -2.0 0.330
H 2.40342 -0.76783 2.39411 -0.2 -0.5 -0.3 0.239



[4]
80
Properties=species:S:1:pos:R:3:forces:R:3:mulliken_charge:R:1 method="wB97M-V/def2-TZVPD" charge=+2 relative_energy_kj_mol=71.8 energy_ha=-4871.47942 spin_multiplicity=1 lumo_ha="-0.27819 / -0.22739" homo_energy_ev="-11.760 / -11.762" fmax_ev_per_a=2.8 orbital_gap_ha="0.154 / 0.205"
N -5.02915 -3.22246 -5.62756 -0.1 0.0 -0.3 -0.542
C -4.71570 -4.28259 -4.87575 0.4 0.5 0.7 -0.320
C -4.13068 -4.16143 -3.60485 -0.3 -0.1 -0.4 -0.638
C -3.86703 -2.87069 -3.07464 -0.1 0.0 -0.1 1.141
C -4.20206 -1.77402 -3.91046 -0.2 0.0 -0.3 -0.445
C -4.78359 -1.99622 -5.16858 0.5 -0.1 1.0 -0.380
C -3.29485 -2.64275 -1.76158 -0.7 -2.5 -1.2 -0.322
Sr -2.28518 -1.66276 1.12378 1.0 0.6 0.8 1.794
P -0.47672 1.83719 4.36162 0.5 1.6 1.4 -0.164
C -3.03357 -1.32382 -1.33028 0.8 2.4 -0.7 -2.022
C -1.84546 -0.58934 -1.73457 -0.1 -0.1 -0.1 1.782
C -1.75921 0.81191 -1.53007 0.2 0.3 -0.1 -0.811
C -0.54772 1.49817 -1.69627 -0.2 -0.3 -0.2 -0.977
C 0.64190 0.82278 -2.08114 -1.4 -0.2 0.1 1.124
C 0.51573 -0.53714 -2.42293 -0.2 -0.5 0.0 -1.042
C -0.68833 -1.22888 -2.28333 0.3 0.0 0.1 -1.114
Br 0.09126 0.34104 0.93807 -0.5 -1.3 1.0 -0.321
H -3.08034 -3.54155 -1.15308 0.0 0.4 -0.3 0.303
H -3.88497 -0.71707 -0.95172 0.4 0.0 -0.2 0.675
H -3.91178 -5.07374 -3.05450 0.0 0.2 0.1 0.357
H -4.03012 -0.75189 -3.56799 -0.1 -0.3 -0.2 0.287
H -4.94074 -5.26202 -5.30579 0.1 0.3 0.2 0.366
H -5.04691 -1.14158 -5.79501 0.0 -0.4 0.1 0.364
H -2.66130 1.32405 -1.14581 0.7 -0.1 -0.3 0.400
H -0.70930 -2.29262 -2.55651 -0.1 0.5 0.2 0.585
H -0.52967 2.54768 -1.41300 0.0 -0.4 0.0 0.033
H 1.40050 -1.10227 -2.74493 -0.5 0.2 0.1 0.410
P 2.29690 1.50002 -1.82908 0.1 -0.5 -0.2 1.196
C -1.66462 0.46704 4.18518 0.0 -0.3 -0.2 0.521
C -2.81263 0.67626 5.18827 0.0 -0.3 -0.2 -1.289
H -1.10839 -0.46047 4.38552 -0.2 0.0 0.0 0.298
H -2.01364 0.46345 3.13754 -0.1 -0.2 0.0 -0.446
H -3.42865 -0.22722 5.24558 -0.1 0.1 0.1 0.377
H -2.41324 0.88828 6.19185 -0.2 0.0 -0.4 0.369
H -3.45206 1.51404 4.87718 0.2 -0.2 0.2 0.345
C -0.78027 2.98847 2.96339 0.0 -0.4 -0.5 0.544
C -0.25693 4.40422 3.23288 -0.2 -0.1 0.0 -1.330
H -1.86596 3.00947 2.79349 0.1 0.0 0.1 0.373
H -0.32379 2.52659 2.07313 -0.2 0.5 0.2 -0.727
H -0.56070 5.07672 2.42175 0.1 -0.1 0.1 0.389
H -0.68008 4.79034 4.16848 0.2 0.0 -0.2 0.405
H 0.83716 4.42374 3.30689 -0.2 0.0 0.0 0.292
C 1.25567 1.27025 4.08969 -0.1 -0.3 -0.2 0.318
C 2.07144 1.21058 5.39140 0.0 0.0 -0.3 -1.386
H 1.71444 1.98555 3.38940 -0.1 -0.2 0.1 0.134
H 1.21558 0.30335 3.57432 0.3 0.1 0.1 -0.076
H 3.11108 0.96134 5.15685 -0.1 0.0 0.1 0.393
H 2.06498 2.17845 5.90715 -0.1 -0.3 -0.1 0.352
H 1.68910 0.44580 6.07515 0.0 0.2 -0.1 0.336
C 3.15418 0.37641 -0.66955 -0.6 -0.1 0.3 0.061
C 4.60269 0.72270 -0.32590 0.1 0.1 -0.1 -1.381
H 3.08073 -0.64625 -1.08028 -0.1 0.4 0.0 0.368
H 2.51073 0.38814 0.23385 0.4 0.0 -0.5 -0.102
H 5.28278 0.43633 -1.14442 -0.2 0.3 0.4 0.328
H 4.70073 1.79427 -0.10519 0.2 -0.3 -0.1 0.320
H 4.88582 0.16810 0.58164 0.0 0.2 -0.4 0.417
C 2.14545 3.16468 -1.15800 0.1 0.1 0.5 -0.527
C 1.41838 4.17647 -2.04961 -0.1 0.3 -0.3 -1.228
H 3.16927 3.51392 -0.93786 -0.3 -0.1 -0.1 0.489
H 1.63757 3.05793 -0.17780 0.2 0.0 -0.4 0.277
H 1.96085 4.38269 -2.97873 0.0 0.0 0.2 0.377
H 0.41060 3.86388 -2.33985 0.3 0.0 0.1 0.309
H 1.30633 5.12390 -1.50625 0.1 -0.3 -0.2 0.395
C 3.19176 1.53141 -3.40269 0.1 0.4 0.0 -0.609
C 3.50341 0.18811 -4.06515 0.1 -0.1 0.1 -1.214
H 4.12438 2.09172 -3.21119 -0.3 -0.1 -0.1 0.458
H 2.55780 2.12840 -4.06462 0.2 0.1 0.0 0.487
H 2.58861 -0.30889 -4.39724 0.2 0.0 0.0 0.297
H 4.11990 0.36993 -4.95397 -0.1 -0.1 0.3 0.417
H 4.06115 -0.47327 -3.38739 -0.1 0.1 -0.3 0.306
C 1.51810 -3.36230 0.77136 0.0 -0.2 0.0 -0.506
S 0.16337 -4.51359 1.11513 -0.4 1.2 0.5 0.335
C 0.37039 -4.60018 2.90405 0.1 -0.2 -0.2 -0.902
O -1.09812 -3.62323 0.98321 0.4 -0.4 -0.1 -0.803
H 2.42423 -3.86189 1.14583 -0.1 0.3 -0.2 0.520
H 1.32803 -2.39557 1.27667 0.0 -0.5 -0.2 -0.022
H 1.57110 -3.21509 -0.31911 0.0 -0.1 0.4 0.216
H 0.40661 -3.58230 3.31790 0.1 -0.3 -0.2 0.233
H -0.49032 -5.15134 3.30242 0.3 0.1 -0.1 0.352
H 1.30312 -5.14935 3.08361 -0.3 0.1 0.2 0.418



[5]
19
Properties=species:S:1:pos:R:3:forces:R:3:mulliken_charge:R:1 method="wB97M-V/def2-TZVPD" charge=0 relative_energy_kj_mol=101.9 energy_ha=-422.73366 spin_multiplicity=2 lumo_ha="0.02683 / -0.06154" homo_energy_ev="-10.170 / -10.196" fmax_ev_per_a=1.3 s_squared=0.754 orbital_gap_ha="0.401 / 0.313"
O -1.64444 0.40582 -1.48910 0.0 0.2 0.2 -0.455
C -0.62668 0.43486 -2.13236 0.0 0.1 -0.8 0.021
C 0.75693 0.28487 -1.59122 0.5 -0.2 1.2 -0.550
C 0.98218 0.86780 -0.17768 -0.4 0.3 -0.4 -0.704
C 0.24674 0.06738 0.90012 -0.1 -0.6 -0.7 -0.316
C 1.13235 -1.11938 1.38848 -0.5 0.6 0.3 -0.411
O 1.18053 -2.09880 0.46147 0.1 -0.1 -0.3 -0.386
H -0.68972 0.52671 -3.23979 0.0 0.0 0.1 0.314
H 1.55586 0.59669 -2.26125 -0.3 0.2 -0.3 0.371
H 0.88484 -0.79376 -1.47252 0.1 -0.3 -0.2 0.242
H 0.67407 1.92202 -0.18886 0.0 -0.2 0.2 0.352
H 2.05104 0.84301 0.02889 0.1 0.1 0.0 0.381
H -0.10915 0.65322 1.73867 0.3 0.2 0.2 0.465
H -0.64024 -0.37728 0.44182 0.1 0.1 0.2 -0.006
H 2.11560 -0.72358 1.67251 0.1 -0.2 0.2 0.330
H 0.57781 -1.51356 2.25977 0.2 -0.1 0.1 0.309
H -2.74070 -0.70238 1.53887 -0.1 0.1 0.0 0.326
H -2.65360 0.51814 0.64675 -0.2 -0.1 0.1 0.364
O -3.05343 0.20823 1.47544 0.3 0.0 -0.3 -0.644